1.
The following is a quantum chemistry calculation of 10 unconnected molecules or ions with the total composition C26H55N3O39S10 in a non-equilibrium geometry, from the Open Molecules 2025 dataset.

```
133
Properties=species:S:1:pos:R:3
C -0.0665 -0.3622 4.3091
C 0.2596 -1.3191 3.1176
C 0.1546 -0.5856 1.7185
C -0.0122 -1.6889 0.6347
S 1.5324 -2.6382 0.4059
O 1.7756 -2.7967 -1.0054
O 1.4017 -3.8583 1.1445
O 2.6879 -1.6831 0.9873
C 2.4422 -0.3116 0.5187
C 1.4387 0.2976 1.5376
C 1.1577 1.8093 1.3037
C 0.4525 2.1837 -0.0235
N 0.2400 3.6642 -0.0026
N -0.8821 1.6108 -0.1842
N 1.2592 1.9079 -1.2364
H -0.9470 -0.7652 4.8438
H 0.8089 -0.3311 4.9800
H -0.3082 0.6690 3.9944
H 1.2927 -1.7142 3.1660
H -0.4647 -2.1520 3.0982
H -0.7719 0.0160 1.7748
H -0.8198 -2.3573 0.9834
H -0.2766 -1.3149 -0.3693
H 3.4165 0.1983 0.6240
H 2.0661 -0.3248 -0.5156
H 1.9658 0.2304 2.5160
H 0.5940 2.1853 2.1807
H 2.1245 2.3587 1.3236
H 1.1450 4.1199 0.1717
H -0.3128 3.8401 0.8411
H -0.7873 0.7097 -0.6608
H -1.3505 2.2081 -0.8680
H 2.1416 2.4236 -1.1502
H 0.7638 2.4028 -1.9842
O 5.2630 -0.3804 2.5483
S 4.7810 -1.5677 3.1680
O 3.8431 -2.4176 2.5374
O 4.2244 -1.1714 4.6348
C 4.9189 -1.9247 5.6305
C 6.2852 -2.1976 5.0319
O 6.0387 -2.4456 3.6456
H 4.3688 -2.8529 5.8031
H 4.9779 -1.3615 6.5600
H 6.7781 -3.0527 5.4898
H 6.9338 -1.3205 5.1087
O -2.8631 1.7094 0.7447
S -3.7916 1.0775 -0.1142
O -3.3952 0.4133 -1.3114
O -4.9504 2.1403 -0.4663
C -6.2273 1.6176 -0.0681
C -5.9312 0.6995 1.0967
O -4.6951 0.0583 0.7527
H -6.6470 1.0647 -0.9129
H -6.8927 2.4166 0.2006
H -6.7140 -0.0371 1.2562
H -5.7742 1.2659 2.0181
O 4.2992 6.6736 0.3497
S 3.7837 5.5288 1.0042
O 2.7959 4.6936 0.4127
O 3.2825 5.9638 2.4668
C 3.9675 5.1961 3.4636
C 5.3063 4.8565 2.8426
O 5.0100 4.6004 1.4656
H 3.3823 4.2951 3.6625
H 4.0697 5.7703 4.3816
H 5.7715 3.9882 3.3030
H 5.9937 5.7045 2.8897
O -10.7493 2.3572 -0.4701
S -9.8737 1.4767 0.2089
O -8.6325 1.9095 0.7550
O -9.6052 0.2026 -0.7340
C -9.9949 -0.9967 -0.0564
C -11.1032 -0.5705 0.8839
O -10.6961 0.7164 1.3625
H -9.1302 -1.3745 0.4946
H -10.3231 -1.7475 -0.7714
H -11.2371 -1.2629 1.7114
H -12.0509 -0.4509 0.3537
O -7.6497 1.3905 -5.8683
S -6.7281 1.5448 -4.7953
O -6.9894 2.3767 -3.6740
O -5.3012 1.9495 -5.4061
C -4.3109 0.9786 -5.0134
C -5.0781 -0.3112 -4.8479
O -6.3216 0.0849 -4.2625
H -3.8702 1.3025 -4.0674
H -3.5357 0.8982 -5.7647
H -4.5618 -1.0223 -4.2072
H -5.2882 -0.7785 -5.8135
O -9.5476 7.8024 -7.1439
S -8.6657 6.9290 -6.4546
O -7.4289 7.3681 -5.9194
O -8.4053 5.6425 -7.3844
C -8.7969 4.4533 -6.6875
C -9.8990 4.8932 -5.7494
O -9.4881 6.1845 -5.2881
H -7.9329 4.0801 -6.1363
H -9.1316 3.6943 -7.3905
H -10.0318 4.2099 -4.9138
H -10.8487 5.0090 -6.2782
O -1.6452 1.2426 -6.5554
S -0.7535 1.3910 -5.4583
O -1.0476 2.2114 -4.3410
O 0.6877 1.7928 -6.0402
C 1.6634 0.8227 -5.6358
C 0.8891 -0.4692 -5.4853
O -0.3658 -0.0732 -4.9220
H 2.0896 1.1441 -4.6829
H 2.4545 0.7468 -6.3784
H 1.3913 -1.1849 -4.8387
H 0.6944 -0.9311 -6.4565
O 7.3336 -2.6531 2.0393
S 8.3463 -3.6301 1.8648
O 9.4140 -3.7790 2.7817
O 8.9468 -3.4930 0.3657
C 8.7873 -4.7250 -0.3370
C 7.5565 -5.3667 0.2712
O 7.6397 -5.0649 1.6665
H 9.6784 -5.3348 -0.1660
H 8.6737 -4.5421 -1.4036
H 7.5269 -6.4425 0.1141
H 6.6398 -4.9175 -0.1191
O 8.9962 -5.2362 4.2434
S 9.8897 -6.1074 4.9129
O 11.1183 -5.6606 5.4607
O 10.1764 -7.3683 3.9498
C 9.8124 -8.5820 4.6126
C 8.7013 -8.1925 5.5658
O 9.0827 -6.9082 6.0634
H 10.6870 -8.9511 5.1534
H 9.4938 -9.3285 3.8882
H 8.5858 -8.9010 6.3828
H 7.7482 -8.0842 5.0414
```

Summary:
HOMO level   -8.3 eV
SMILES   CC[C@@H]1CS(=O)(=O)OC[C@H]1CC(N)(N)N.O=S1(=O)OCCO1.O=S1(=O)OCCO1.O=S1(=O)OCCO1.O=S1(=O)OCCO1.O=S1(=O)OCCO1.O=S1(=O)OCCO1.O=S1(=O)OCCO1.O=S1(=O)OCCO1.O=S1(=O)OCCO1
Kohn-Sham gap   8.532 eV
DFT total energy   -8103.85271 hartree

Atom charges from the Löwdin analysis, given in e for atoms 1 to 4: -0.081 -0.199 -0.282 -0.153



2.
The following is a quantum chemistry calculation of a molecular structure, C26H56AuNO2P2Si4Te in a non-equilibrium geometry, from the Open Molecules 2025 dataset.

```
93
Properties=species:S:1:pos:R:3
C -0.8482 2.7851 -4.9900
C -0.8563 1.7765 -4.0253
N 0.2761 1.3961 -3.4407
C 1.4514 1.9507 -3.6933
C 1.5369 3.0175 -4.5830
C 0.3777 3.4402 -5.2482
C -2.1673 1.1388 -3.6770
P -2.0414 -0.0669 -2.2833
Au 0.0446 0.3644 -1.2795
P 2.1857 -0.1491 -2.0774
C 2.6501 1.4319 -2.8874
C -0.5153 -4.0142 -1.7766
C -1.3696 -3.6331 -0.7020
C -1.1279 -4.2104 0.5809
C 0.0816 -4.9096 0.7487
C 1.1084 -4.6974 -0.2205
C 0.8344 -4.1160 -1.4828
O -1.8695 -1.4440 -9.0229
O 0.4852 -1.5459 -5.4627
H -1.7930 3.0444 -5.4671
H 2.4945 3.4987 -4.7467
H 0.4169 4.2910 -5.9515
C -3.3157 0.4404 -1.0850
C -2.7867 -1.4977 -3.1118
H 3.5382 1.2778 -3.5269
H 2.9138 2.1494 -2.0814
H -2.5321 0.6632 -4.5352
H -2.9025 1.8728 -3.3242
C 3.3449 -0.4391 -0.7121
C 2.7870 -1.3127 -3.3416
H -2.0984 -2.8315 -0.8144
H -1.8701 -4.1214 1.3823
H 0.2109 -5.5322 1.6341
H 2.1278 -5.0563 0.0304
H 1.5717 -3.7335 -2.2283
H -0.9125 -4.3013 -2.8065
H 0.2686 -2.4151 -5.8817
H -2.2345 -0.8963 -9.7095
H -2.6136 -1.5451 -8.3958
H 0.8500 -0.9720 -6.2212
H -4.1199 0.8728 -1.7014
H -3.6618 -0.4570 -0.5705
H -2.9210 1.1657 -0.3644
H -3.8674 -1.3113 -3.1117
H -2.3987 -1.5259 -4.1288
H -2.5721 -2.4629 -2.6144
H 3.7491 -0.9232 -3.7293
H 2.9848 -2.2907 -2.8845
H 2.0582 -1.4344 -4.1636
H 4.3752 -0.4285 -1.1067
H 3.2242 0.3262 0.0665
H 3.1348 -1.4270 -0.2794
C -3.3134 1.4623 3.2815
Si -2.0246 0.1794 3.7803
C -1.9166 0.1092 5.6638
C -2.4941 -1.5201 3.1105
Si 0.0550 0.9090 2.9354
Te 0.0968 1.9772 0.6872
Si 0.4923 3.2355 3.2683
C 0.4304 3.1856 5.1706
C 2.1975 3.7707 2.6496
C -0.8540 4.3886 2.5809
Si 1.7075 -0.6477 3.5950
C 1.5037 -1.0284 5.4335
C 1.5420 -2.2386 2.5882
C 3.4036 0.1359 3.3518
H -4.3052 1.0994 3.5931
H -3.3372 1.6247 2.1973
H -3.1369 2.4320 3.7681
H -2.9383 0.1330 6.0713
H -1.4378 -0.8165 6.0085
H -1.3662 0.9555 6.0934
H -2.2382 -1.6246 2.0472
H -1.9877 -2.3251 3.6603
H -3.5802 -1.6725 3.2137
H 1.1137 2.4446 5.6087
H 0.7412 4.1791 5.5289
H -0.5763 2.9853 5.5572
H 2.2057 4.0555 1.5897
H 2.4739 4.6512 3.2421
H 2.9677 3.0062 2.7929
H -0.8383 4.5702 1.4952
H -1.8624 4.0526 2.8404
H -0.6706 5.3513 3.0752
H 0.7901 -1.8460 5.6026
H 2.4765 -1.3386 5.8400
H 1.1622 -0.1561 6.0067
H 1.3195 -2.0354 1.5318
H 2.4774 -2.8202 2.6275
H 0.7400 -2.8836 2.9702
H 3.6907 0.1977 2.2947
H 3.4529 1.1451 3.7823
H 4.1506 -0.4854 3.8696
```

Summary:
HOMO level (spin up / spin down)   -2.5 / -5.7 eV
Multiplicity   3
<S²>   2.02
Kohn-Sham gap (spin up / spin down)   2.412 / 3.493 eV
Energy above the lowest of the compared OMol25 structures with the same formula, charge and spin   175.1 kJ/mol
DFT total energy   -3473.81110 hartree

Atom charges from the Löwdin analysis, given in e for atoms 1 to 4: -0.016 -0.328 -0.008 -0.330



3.
The following is a quantum chemistry calculation of 7 unconnected molecules or ions with the total composition C26H56F13NO21S7 in a non-equilibrium geometry, from the Open Molecules 2025 dataset.

```
124
Properties=species:S:1:pos:R:3
N -1.9779 5.2142 -13.3590
C -0.5449 4.6829 -13.2955
O -0.4711 3.1973 -13.4275
C -0.9466 2.6016 -12.1346
O -2.2701 2.4704 -12.0159
O 0.0738 2.1746 -11.1662
C -0.4315 2.2234 -9.7723
C 0.7835 1.7616 -8.7739
C 0.2712 1.0937 -7.3428
F -1.1931 0.8305 -7.2994
F 0.9205 -0.2702 -7.3017
C 0.8566 1.8905 -6.0245
F 0.7583 3.3675 -6.2893
F 2.2855 1.5271 -5.9059
C -0.0257 1.5901 -4.6346
F -1.2711 2.3722 -4.8021
F -0.2277 0.1060 -4.6233
C 0.8804 1.9538 -3.3300
F 1.8366 0.8047 -3.1021
F 1.7520 3.1680 -3.5269
S -0.0221 2.1990 -1.7204
F -1.3356 1.1856 -2.1294
F 0.7629 0.7784 -1.0695
F 1.3556 3.0924 -1.1385
F -0.8003 3.6415 -2.2078
F -0.7406 2.4050 -0.1703
H -2.0219 5.9266 -14.1325
H -2.2497 5.6750 -12.4515
H 0.0489 5.1094 -14.2206
H -0.0167 5.0316 -12.2934
H -0.6563 3.3736 -9.5608
H -1.3868 1.5510 -9.7430
H 1.5373 2.6615 -8.6224
H 1.4078 0.9371 -9.3694
C -4.4258 1.5302 -3.3960
C -4.9645 2.6436 -4.2742
O -5.8382 2.1411 -5.2769
S -7.3258 1.6463 -4.8325
C -8.0068 1.4574 -6.4619
O -8.0084 2.7421 -4.1723
O -7.2262 0.3329 -4.2361
H -5.2249 1.0607 -2.8162
H -3.6837 1.9142 -2.6899
H -3.9661 0.7456 -4.0060
H -5.4659 3.4138 -3.6766
H -4.1278 3.1289 -4.7891
H -8.0620 2.4357 -6.9436
H -9.0085 1.0332 -6.3580
H -7.3737 0.7749 -7.0323
C 4.0899 3.9809 1.3138
C 3.0599 2.9151 1.6367
O 3.6754 1.7080 2.0672
S 4.3289 1.6597 3.5591
C 4.6214 -0.0906 3.6307
O 3.3070 1.9960 4.5314
O 5.6122 2.3253 3.5325
H 4.6375 4.2872 2.2090
H 3.6120 4.8715 0.8950
H 4.8271 3.6012 0.5988
H 2.3419 3.2700 2.3852
H 2.4912 2.6815 0.7297
H 3.6641 -0.6154 3.6202
H 5.1552 -0.3022 4.5605
H 5.2369 -0.3810 2.7769
C 1.1347 1.7932 7.5679
C 2.0413 0.6588 7.1294
O 2.7681 0.1182 8.2252
S 1.9717 -0.8109 9.3013
C 3.3896 -1.4176 10.1822
O 1.3559 -1.9206 8.5999
O 1.2226 0.0425 10.1963
H 0.3467 1.4354 8.2358
H 0.6523 2.2630 6.7057
H 1.7030 2.5514 8.1165
H 1.4748 -0.1275 6.6171
H 2.7762 1.0449 6.4141
H 3.9876 -2.0407 9.5144
H 3.0295 -2.0105 11.0266
H 3.9686 -0.5672 10.5479
C -0.9874 -0.5724 11.7610
C -2.0636 0.0491 12.6307
O -2.8414 -0.9432 13.2876
S -2.1729 -1.7538 14.5332
C -3.6480 -2.5587 15.1081
O -1.7461 -0.8011 15.5396
O -1.2855 -2.7693 14.0118
H -0.2491 -1.1066 12.3648
H -0.4570 0.1943 11.1884
H -1.4234 -1.2988 11.0673
H -1.6328 0.7459 13.3591
H -2.7460 0.6264 11.9968
H -4.3467 -1.8060 15.4785
H -3.3646 -3.2376 15.9162
H -4.0844 -3.1268 14.2842
C -1.5941 -3.7792 -8.4879
C -1.7008 -4.2035 -9.9404
O -2.5369 -3.3238 -10.6810
S -1.9655 -1.8452 -11.0586
C -3.2504 -1.3798 -12.1930
O -0.7283 -1.9942 -11.8001
O -2.0662 -0.9909 -9.8964
H -1.0865 -2.8157 -8.3926
H -1.0270 -4.5130 -7.9075
H -2.5889 -3.6650 -8.0451
H -0.7114 -4.2785 -10.4063
H -2.1565 -5.1989 -9.9892
H -3.2126 -2.0340 -13.0663
H -3.0726 -0.3439 -12.4921
H -4.2143 -1.4579 -11.6862
C 5.9425 -7.2477 6.8225
C 5.8167 -5.7367 6.7763
O 4.4929 -5.3138 7.0765
S 3.9821 -5.4017 8.6214
C 2.4753 -4.4827 8.4230
O 4.8829 -4.6340 9.4591
O 3.6321 -6.7716 8.9240
H 5.7842 -7.6280 7.8351
H 6.9377 -7.5667 6.4989
H 5.1903 -7.7174 6.1802
H 6.5366 -5.2572 7.4496
H 6.0437 -5.3902 5.7618
H 2.7162 -3.4501 8.1627
H 1.9374 -4.5144 9.3736
H 1.8745 -4.9537 7.6425
```

Summary:
HOMO level   -10.3 eV
SMILES   NCOC(=O)OCCC(F)(F)C(F)(F)C(F)(F)C(F)(F)S(F)(F)(F)(F)F.CCOS(C)(=O)=O.CCOS(C)(=O)=O.CCOS(C)(=O)=O.CCOS(C)(=O)=O.CCOS(C)(=O)=O.CCOS(C)(=O)=O
Kohn-Sham gap   7.372 eV
DFT total energy   -6744.15771 hartree

Atom charges from the Löwdin analysis, given in e for atoms 1 to 4: -0.005 -0.230 -0.075 -0.271



4.
The following is a quantum chemistry calculation of 5 unconnected molecules or ions with the total composition C26H56N3O6 in a non-equilibrium geometry, from the Open Molecules 2025 dataset.

```
91
Properties=species:S:1:pos:R:3
C 2.6524 4.0541 2.6874
C 1.1411 3.7883 2.6055
C 0.7260 3.6223 1.1544
N -0.7491 3.6271 0.9234
C -1.2742 5.0043 1.1407
C -1.1146 3.1096 -0.4721
C -2.5259 2.5215 -0.3047
C -2.7955 2.4217 1.1848
C -1.4199 2.5961 1.7950
H 2.9237 4.2857 3.7213
H 3.0061 4.7773 1.9595
H 3.2120 3.1204 2.5863
H 0.6567 4.6573 3.0548
H 1.0026 2.8466 3.1387
H 1.1469 2.7156 0.7384
H 1.2444 4.3705 0.5460
H -0.7051 5.6238 0.4529
H -1.1558 5.2997 2.1744
H -2.3216 5.0132 0.8492
H -1.0662 3.9799 -1.1179
H -0.4375 2.2768 -0.6498
H -3.2733 3.0891 -0.8636
H -2.5381 1.5761 -0.8524
H -3.3653 3.2983 1.5075
H -3.3481 1.5708 1.5702
H -1.3870 2.9994 2.8073
H -0.7732 1.7138 1.7783
C -0.3089 -1.2852 -8.3277
C -0.1242 -1.7501 -6.8936
C 0.8657 -0.8135 -6.1899
N 1.1833 -1.1131 -4.7620
C 1.6245 -2.5201 -4.6300
C -0.0087 -0.8265 -3.8588
C 0.6944 -0.6948 -2.5130
C 1.8036 0.2897 -2.8611
C 2.2526 -0.1261 -4.2669
H 0.5653 -1.4827 -8.9489
H -0.5291 -0.2191 -8.3887
H -1.1317 -1.8332 -8.7860
H 0.2786 -2.7616 -6.8853
H -1.0707 -1.7646 -6.3461
H 0.5895 0.2346 -6.2767
H 1.7903 -0.9657 -6.7570
H 0.8168 -3.1867 -4.9061
H 2.0613 -2.7143 -3.6567
H 2.4427 -2.6930 -5.3336
H -0.7333 -1.6327 -3.9091
H -0.3615 0.1536 -4.1724
H 1.0596 -1.6375 -2.1153
H -0.0357 -0.2978 -1.8139
H 2.6011 0.3554 -2.1238
H 1.3682 1.2918 -2.8549
H 3.2480 -0.5459 -4.3716
H 2.1513 0.7208 -4.9415
C -0.3159 -5.5341 2.0970
C -0.3592 -4.0481 2.4198
C -1.1275 -3.8150 3.7087
N -1.2650 -2.3640 4.0637
C 0.0186 -1.6693 4.3262
C -2.1418 -2.2595 5.2839
C -2.8000 -0.8773 5.2401
C -2.7957 -0.4692 3.7715
C -2.1018 -1.6042 3.0328
H -1.3330 -5.9352 2.0347
H 0.1728 -6.1147 2.8825
H 0.1707 -5.7461 1.1489
H -0.8630 -3.5163 1.6118
H 0.6476 -3.6471 2.5136
H -0.5971 -4.2594 4.5556
H -2.1365 -4.2204 3.6726
H -0.0897 -0.6038 4.4686
H 0.6639 -1.9164 3.4897
H 0.4269 -2.1933 5.1925
H -1.5384 -2.3847 6.1793
H -2.8928 -3.0444 5.2295
H -2.2134 -0.2037 5.8656
H -3.7703 -0.9484 5.7269
H -2.2041 0.4267 3.5766
H -3.7873 -0.3113 3.3539
H -1.4192 -1.3887 2.2044
H -2.8155 -2.3520 2.6787
O 1.1246 0.5445 0.0329
C 0.8925 -0.4466 0.9741
O 0.0016 -1.2794 0.7099
O 1.5120 -0.2977 2.0501
H 1.8747 1.0716 0.3685
O 4.1163 0.0278 -0.2001
C 4.2945 1.3755 -0.5628
O 3.4736 2.1977 -0.0433
O 5.1472 1.5967 -1.4055
H 3.4755 0.0689 0.5225
```

Summary:
Net charge   +1
HOMO level   -9.0 eV
Kohn-Sham gap   7.057 eV
DFT total energy   -1639.73152 hartree

Atom charges from the Löwdin analysis, given in e for atoms 1 to 4: -0.082 -0.216 -0.144 -0.266



Which of these has the lowest DFT total energy? C26H55N3O39S10